Formula: C3H12N3O
Source: the OMol25 dataset
Level of theory: ωB97M-V/def2-TZVPD

Each line ends with the Mulliken charge.
Cartesian coordinates (Å):
C 0.76 -0.06 1.59  -0.40
O 0.57 -1.22 0.73  -0.57
C -0.03 1.12 1.07  -0.27
N 0.24 2.28 1.89  -0.60
H 0.46 -0.32 2.61  0.29
H 1.82 0.21 1.59  0.29
H 1.12 -1.91 1.08  0.27
H 0.22 1.24 0.00  0.19
H -1.10 0.91 1.13  0.31
H -0.54 2.92 1.91  0.23
H 1.07 2.78 1.60  0.22
N -1.62 -1.07 -1.42  -0.24
C -0.68 -0.96 -2.33  0.12
N 0.60 -1.04 -2.06  -0.25
H -1.41 -1.35 -0.47  0.22
H -2.57 -0.98 -1.72  0.24
H -1.00 -0.80 -3.35  0.38
H 1.22 -0.72 -2.78  0.26
H 0.90 -1.02 -1.07  0.30

Its multiplicity is 1. For the electronic energy, the calculation gives -9817.4913 eV. The LUMO energy comes out at -3.3302 eV. The calculation puts the gap between HOMO and LUMO at 9.3 eV. The highest occupied orbital energy comes out at -12.64 eV. Its energy relative to the best compared isomer or geometry (same formula, charge and spin) is 30.48 kcal per mole. The net charge is +1.